76
Properties=species:S:1:pos:R:3 method="wB97M-V/def2-TZVPD" total_energy_ha=-4289.3741 total_charge=+2 homo_energy_ev="-12.5 / -12.5" orbital_gap_ev="7.50 / 7.28" e_above_lowest_kcal_mol=0.6 lumo_energy_ev="-4.98 / -5.20" multiplicity=4
V 0.4087 -2.4446 0.1533
C 1.6578 -4.3198 -1.8434
C 0.8257 -3.3726 -2.6870
N 0.7107 -2.0373 -2.0426
C 1.9392 -1.2134 -2.1923
C 2.8328 -1.1969 -0.9716
C 4.0782 -0.5911 -0.9689
C 4.8058 -0.5841 0.2131
C 4.2846 -1.1750 1.3561
C 3.0342 -1.7636 1.2800
C 2.3483 -2.3892 2.4721
N 1.1694 -3.2202 2.1218
C 1.4805 -4.6597 1.9175
C 2.0283 -4.9274 0.5276
N 1.0833 -4.4318 -0.4915
N 2.3457 -1.7576 0.1365
H 2.6728 -3.9301 -1.7375
H 1.7382 -5.2911 -2.3376
H -0.1863 -3.7653 -2.8108
H 1.2623 -3.2822 -3.6855
H -0.0340 -1.5348 -2.5120
H 1.6313 -0.1874 -2.4062
H 2.5178 -1.5473 -3.0591
H 4.4740 -0.1402 -1.8691
H 5.7832 -0.1216 0.2426
H 4.8417 -1.1811 2.2831
H 1.9960 -1.5813 3.1181
H 3.0736 -2.9688 3.0510
H 0.5346 -3.1564 2.9097
H 0.5497 -5.2122 2.0644
H 2.1916 -5.0134 2.6693
H 2.2367 -5.9940 0.4098
H 2.9705 -4.3956 0.3845
H 0.2706 -5.0434 -0.5169
Cl -6.5579 1.6363 -0.0773
C -4.9426 2.2196 0.1239
C -4.0157 2.0373 -0.8905
C -2.7289 2.5104 -0.7039
C -2.3357 3.1615 0.4639
C -0.9079 3.6626 0.5515
C -0.0931 3.0292 1.6860
N -0.2632 1.5751 1.6874
C -1.0739 0.8844 2.5497
C -1.0805 -0.4032 2.1146
N -0.2962 -0.5127 0.9843
C 0.1791 0.7039 0.7705
O -0.8644 5.0595 0.7138
C -0.1830 5.7637 -0.3233
C -0.7807 5.5133 -1.6769
C -2.0971 5.6761 -2.0023
Cl -3.3503 6.2463 -0.9833
S -2.4435 5.2477 -3.6218
C -0.8038 4.8539 -3.9106
C -0.0400 5.0366 -2.7990
C -3.3018 3.3319 1.4507
Cl -2.9275 4.1513 2.9387
C -4.5992 2.8705 1.2961
H -4.3096 1.5582 -1.8135
H -2.0085 2.4107 -1.5096
H -0.4492 3.3744 -0.4023
H -0.4468 3.3837 2.6493
H 0.9643 3.2762 1.5976
H -1.5800 1.3746 3.3636
H -1.6213 -1.2388 2.5225
H 0.8316 0.9911 -0.0392
H 0.8790 5.4920 -0.3388
H -0.2547 6.8127 -0.0377
H -0.4871 4.5376 -4.8908
H 1.0288 4.8734 -2.7714
H -5.3298 3.0264 2.0764
C -2.6867 -3.3251 1.0318
O -1.6868 -3.1917 -0.0038
H -3.3024 -4.2021 0.8422
H -3.3024 -2.4287 1.0845
H -2.1504 -3.4631 1.9673
H -2.1378 -3.0866 -0.8486



75
Properties=species:S:1:pos:R:3 method="wB97M-V/def2-TZVPD" total_energy_ha=-3811.6129 total_charge=0 homo_energy_ev="-6.1 / -7.6" orbital_gap_ev="6.25 / 7.84" e_above_lowest_kcal_mol=0.0 lumo_energy_ev="0.15 / 0.19" multiplicity=3
Ti -0.3987 0.6381 0.3919
I 2.3127 6.0111 4.9019
C 1.3462 4.3500 4.0919
C 1.5480 3.0949 4.6369
C 0.9157 1.9941 4.0795
I 1.2876 0.1497 4.9817
C 0.0633 2.0808 2.9572
O -0.5130 1.0441 2.4063
C -0.1230 3.3894 2.4431
C -0.9850 3.5672 1.2337
N -0.3844 2.8796 0.0747
C 0.9446 3.3649 -0.2973
C 2.0525 2.5179 0.2889
C 3.3398 3.0120 0.4298
C 4.3361 2.1874 0.9209
C 4.0070 0.8817 1.2524
C 2.7059 0.4594 1.0679
N 1.7444 1.2493 0.5801
C 0.5070 4.4913 3.0003
H 2.1972 2.9635 5.4911
H -1.9693 3.1200 1.3823
H -1.1134 4.6345 1.0245
H -1.0189 2.9516 -0.7127
H 1.0259 3.3185 -1.3870
H 1.0903 4.4100 -0.0061
H 3.5508 4.0441 0.1794
H 5.3451 2.5550 1.0500
H 4.7490 0.2059 1.6548
H 2.3915 -0.5463 1.3227
H 0.3340 5.4696 2.5672
F -4.5873 1.2058 -4.6360
C -4.2100 1.0927 -3.3429
F -4.7150 2.1586 -2.7068
F -4.8289 0.0027 -2.8629
C -2.7157 0.9991 -3.2193
C -1.9410 0.9927 -4.3569
C -0.5542 0.8877 -4.2580
C -0.0140 0.7887 -2.9958
N -0.7489 0.7733 -1.8826
C -2.1022 0.8816 -1.9449
S -2.9185 0.8434 -0.4372
H -2.4164 1.0684 -5.3249
H 0.0834 0.8851 -5.1295
H 1.0591 0.7142 -2.8576
C -3.0733 -2.8821 -0.6093
C -1.6349 -2.9833 -1.1159
C -1.5477 -2.5158 -2.5671
P -0.4405 -2.1006 -0.0042
C 1.2201 -2.7602 -0.5561
C 1.9145 -1.7972 -1.5206
C 1.2536 -4.1714 -1.1477
C -0.7519 -2.9483 1.6145
C 0.1652 -2.3712 2.6829
C -0.7213 -4.4751 1.6462
H -3.7388 -3.3963 -1.3068
H -3.3935 -1.8411 -0.5424
H -3.2030 -3.3461 0.3689
H -1.3329 -4.0334 -1.0825
H -1.9167 -1.4979 -2.6705
H -2.1752 -3.1541 -3.1940
H -0.5338 -2.5527 -2.9675
H 1.8020 -2.7713 0.3728
H 1.4125 -1.7835 -2.4898
H 2.9477 -2.1123 -1.6884
H 1.9333 -0.7762 -1.1379
H 0.7549 -4.2045 -2.1180
H 0.7897 -4.9186 -0.5086
H 2.2921 -4.4719 -1.3095
H -1.7675 -2.6168 1.8559
H 1.2100 -2.6509 2.5148
H -0.1125 -2.7553 3.6672
H 0.0983 -1.2854 2.7270
H 0.3002 -4.8475 1.5534
H -1.3297 -4.9400 0.8704
H -1.1004 -4.8223 2.6103